# 1
Molecular formula: C8H12NOPS
Method: DFT, ωB97M-V/def2-TZVPD

Last column: natural (NBO) charge in e.
Atoms and positions in Å:
C  -2.77715  0.63474  0.80378  -0.30
C  -3.14237  0.21941  -1.58060  -0.30
C  -4.14284  0.39812  1.17475  -0.16
C  -4.47904  -0.01286  -1.18121  -0.15
C  -2.33596  0.43880  -0.51019  0.10
C  -4.96291  -0.06956  0.14512  -0.27
C  0.58917  1.98067  -0.33344  -0.76
C  -0.10979  0.77214  -0.83273  -0.20
N  3.58122  -1.57224  1.30505  -1.10
O  2.06881  -0.58583  -0.90353  -1.00
P  0.47827  -0.91446  -0.74382  0.87
S  -6.57417  -0.69535  0.41779  0.09
H  -2.00137  0.82193  1.56855  0.23
H  -2.86134  0.39795  -2.57161  0.23
H  -4.54897  0.69577  2.19388  0.24
H  -5.08613  -0.46832  -1.93142  0.22
H  1.09872  1.73319  0.63378  0.22
H  1.43789  1.99208  -1.00541  0.26
H  -0.16662  2.73748  -0.33944  0.24
H  3.64137  -0.62614  1.71170  0.37
H  2.91143  -2.14136  1.83043  0.38
H  4.52067  -1.93050  1.31657  0.38
H  2.57081  -1.03756  -0.31480  0.51
H  0.24334  -1.32876  -2.00740  -0.08

Properties
gap between HOMO and LUMO (spin up / spin down): 8.6 / 5.5 eV
relative energy (zero: lowest compared OMol25 entry of this formula, charge and spin): 709.7 kJ/mol
molecular weight: 201.23 g mol⁻¹
net charge: 0
DFT total energy: -32146.2473 eV
HOMO energy (spin up / spin down): -8.623 / -7.371 eV
largest force on an atom: 5.0 eV/Å

=====

# 2
Molecular formula: C8H12NOS
Method: DFT, ωB97M-V/def2-TZVPD

Last column: natural (NBO) charge in e.
Atoms and positions in Å:
C  1.07930  0.77837  2.66373  -0.23
C  0.08818  1.33498  1.83744  -0.27
C  1.12053  -0.57982  2.62594  -0.40
C  -0.65469  0.39049  1.15495  -0.28
C  0.75274  -0.21376  -2.02867  0.12
C  -2.25770  2.73825  -0.02697  -0.06
C  -1.72520  0.45106  0.23442  0.03
C  0.97927  -2.61175  -2.23464  -0.44
N  0.92290  -1.37938  -1.50892  -0.40
O  -2.38178  1.47623  -0.23718  -0.34
S  -0.07675  -1.22781  1.57017  0.36
H  1.73570  1.37110  3.27350  0.24
H  -0.05687  2.39557  1.76989  0.23
H  1.76656  -1.24791  3.15786  0.25
H  0.64138  -0.10317  -3.09619  0.22
H  0.74010  0.66291  -1.40320  0.24
H  -1.55097  3.17304  0.65615  0.16
H  -2.96168  3.36037  -0.55260  0.19
H  -2.12749  -0.48409  -0.13094  0.19
H  0.71944  -2.45752  -3.27947  0.23
H  1.98626  -3.02923  -2.17051  0.25
H  0.29312  -3.33259  -1.78987  0.25
H  0.96765  -1.46534  -0.48487  0.45

Properties
gap between HOMO and LUMO (spin up / spin down): 5.8 / 5.4 eV
relative energy (zero: lowest compared OMol25 entry of this formula, charge and spin): 245.9 kJ/mol
molecular weight: 170.26 g mol⁻¹
net charge: +1
DFT total energy: -22852.8743 eV
HOMO energy (spin up / spin down): -10.558 / -10.199 eV
largest force on an atom: 1.8 eV/Å

=====

# 3
Molecular formula: C8H12NS
Method: DFT, ωB97M-V/def2-TZVPD

Last column: natural (NBO) charge in e.
Atoms and positions in Å:
C  1.03288  -1.85932  -0.27497  -0.30
C  1.98703  -2.16068  -1.26161  -0.23
C  1.35352  0.35757  -1.16565  -0.63
C  0.61134  -0.52027  -0.22282  0.17
C  -0.14513  1.33816  1.37383  -0.39
C  -1.02914  1.37089  0.24903  -0.05
C  -0.37709  0.04390  0.58106  -0.08
C  -1.66793  -1.17955  1.39654  -0.53
N  -0.71160  2.05381  -0.98482  -0.83
S  2.40417  -0.77596  -2.12292  0.51
H  0.59845  -2.65530  0.32892  0.25
H  2.42334  -3.13346  -1.58450  0.29
H  1.99395  1.08209  -0.69343  0.29
H  0.78769  1.86267  1.45938  0.24
H  -0.55166  1.13152  2.47002  0.27
H  -2.16005  1.38278  0.49676  0.24
H  -2.59917  -0.87614  0.93144  0.22
H  -1.67249  -1.09032  2.55193  0.23
H  -1.30665  -2.16042  1.02673  0.21
H  -0.29066  2.91722  -0.94507  0.39
H  -1.36897  1.97011  -1.71891  0.40
H  0.68819  0.90073  -1.89094  0.34

Properties
gap between HOMO and LUMO (spin up / spin down): 7.7 / 7.7 eV
relative energy (zero: lowest compared OMol25 entry of this formula, charge and spin): 284.2 kJ/mol
molecular weight: 154.26 g mol⁻¹
net charge: +1
DFT total energy: -20805.9272 eV
HOMO energy (spin up / spin down): -12.799 / -12.799 eV
largest force on an atom: 5.1 eV/Å

=====

# 4
Molecular formula: C8H12O5Rh
Method: DFT, ωB97M-V/def2-TZVPD

Last column: natural (NBO) charge in e.
Atoms and positions in Å:
O  -3.16124  -1.76453  -1.29578  -0.88
C  -2.19803  -1.19024  0.19822  0.89
O  -1.49874  -0.13887  0.48840  -0.39
O  -3.10218  -1.47176  0.99843  -0.60
Rh  -4.62111  -1.91806  0.05385  1.57
C  -0.63810  0.55948  -0.35875  0.31
C  0.01798  1.60086  0.13309  0.14
C  1.33070  2.05826  -0.42881  -0.54
C  2.54096  1.56567  0.32888  -0.05
O  2.50008  2.13777  1.70953  -0.45
C  3.48561  2.65873  2.23360  0.95
O  3.48148  3.21566  3.35402  -0.52
H  -0.33951  0.01077  -1.25119  0.24
H  -0.38721  2.10913  1.01082  0.29
H  -2.97681  -1.31536  -2.13121  0.56
H  1.35985  3.15604  -0.47758  0.34
H  1.46161  1.69015  -1.45640  0.30
H  3.47913  1.89272  -0.12867  0.29
H  2.54043  0.48434  0.49302  0.24
H  4.34489  3.57536  3.63494  0.59
C  -1.89705  -3.30649  -1.55653  0.06
C  -0.95787  -2.70816  -0.65935  -0.43
H  -2.32316  -4.26364  -1.24210  0.28
H  -1.65634  -3.20940  -2.61825  0.27
H  -0.20552  -2.12627  -1.20768  0.23
H  -0.57984  -3.30214  0.17552  0.31

Properties
gap between HOMO and LUMO (spin up / spin down): 8.1 / 6.1 eV
<S²>: 8.7714
multiplicity: 6
molecular weight: 291.08 g mol⁻¹
net charge: +4
DFT total energy: -21675.4113 eV
HOMO energy (spin up / spin down): -23.779 / -24.938 eV
largest force on an atom: 6.6 eV/Å

=====

# 5
Molecular formula: C8H13BBrHgNO
Method: DFT, ωB97M-V/def2-TZVPD

Last column: natural (NBO) charge in e.
Atoms and positions in Å:
C  3.52715  -0.32233  2.11970  -0.03
C  3.37309  -0.38113  0.80198  -0.12
C  2.88839  -0.33201  -0.74940  -0.52
C  1.28060  -0.45217  -0.80158  -0.41
C  0.51224  0.86966  -1.31386  -0.83
B  -0.41766  1.60633  -0.20001  0.75
Br  -0.21025  3.60138  -0.01539  0.07
C  -1.50926  0.90550  0.78143  -0.82
C  -1.81711  -0.64841  0.46997  -0.49
C  -3.37746  -0.90956  0.80185  0.69
N  -4.36263  -0.22402  -0.07477  -0.75
O  -3.72447  -1.62938  1.78482  -0.37
H  3.45765  -0.67870  3.21961  0.33
H  3.31298  -1.29004  -1.24248  0.25
H  3.32349  0.57127  -1.30865  0.25
H  1.03163  -1.30444  -1.55207  0.26
H  0.92559  -0.83868  0.23320  0.26
H  -0.06164  0.67452  -2.30637  0.30
H  1.33954  1.63429  -1.60548  0.26
H  -1.12458  0.99930  1.86365  0.30
H  -2.49473  1.50869  0.69020  0.30
H  -1.48806  -1.00620  -0.56948  0.25
H  -1.21776  -1.27151  1.24547  0.26
H  -3.83151  0.31055  -0.79504  0.38
H  -4.88112  -0.97961  -0.55729  0.43
Hg  5.60385  -0.41907  -0.89608  1.00

Properties
gap between HOMO and LUMO: 2.0 eV
molecular weight: 430.50 g mol⁻¹
net charge: +2
DFT total energy: -86911.8656 eV
HOMO energy: -15.341 eV
largest force on an atom: 5.9 eV/Å

=====

# 6
Molecular formula: C8H13Br3O2
Method: DFT, ωB97M-V/def2-TZVPD

Last column: natural (NBO) charge in e.
Atoms and positions in Å:
C  -0.01805  2.10299  -1.45540  -0.62
C  -0.84320  0.98676  -2.10457  -0.44
C  -2.07643  0.48957  -1.35251  -0.24
Br  -3.24933  1.91679  -0.75455  0.00
C  -1.83802  -0.41832  -0.13782  -0.10
O  -0.76124  -1.32944  -0.42066  -0.52
C  -0.12765  -1.81497  0.66084  0.80
O  -0.71181  -2.22816  1.63295  -0.57
C  1.39673  -1.87864  0.62994  -0.38
Br  2.13212  -1.49355  -1.12276  0.04
C  1.93975  -1.03393  1.79771  -0.23
C  1.26623  0.32482  1.96949  -0.65
Br  3.87031  -0.73785  1.64539  0.01
H  -0.62191  2.78327  -0.85470  0.22
H  0.45304  2.70670  -2.23652  0.22
H  0.79644  1.70195  -0.85030  0.20
H  -0.18905  0.12331  -2.25770  0.24
H  -1.17088  1.29698  -3.10145  0.21
H  -2.68137  -0.07953  -2.06202  0.22
H  -2.75270  -0.99675  0.02573  0.20
H  -1.65786  0.14500  0.78096  0.20
H  1.65880  -2.92082  0.81749  0.26
H  1.85431  -1.61795  2.71198  0.24
H  1.79899  0.89485  2.73096  0.24
H  0.22534  0.18981  2.27187  0.22
H  1.30743  0.88709  1.03566  0.22

Properties
gap between HOMO and LUMO: 10.6 eV
SMILES: CC[C@H](Br)COC(=O)[C@@H](Br)[C@H](C)Br
relative energy (zero: lowest compared OMol25 entry of this formula, charge and spin): 0.0 kJ/mol
molecular weight: 380.90 g mol⁻¹
net charge: 0
DFT total energy: -222729.5292 eV
HOMO energy: -10.134 eV
largest force on an atom: 1.1 eV/Å